An isolated molecule of CH4N2O2 at a distorted geometry, computed with the ωB97M-V functional and the def2-TZVPD basis.

As for the SMILES: O/N=C/NO. For the largest force on an atom, the calculation gives 0.113 hartree/bohr. The highest occupied orbital energy is -8.4 eV. Its total energy is -8171.349 eV. As for the relative energy (zero: lowest compared OMol25 entry of this formula, charge and spin): 5.336 eV. The HOMO-LUMO gap comes out at 9.06 eV.

The geometry in ORCA input format:
```
! RIJCOSX wB97M-V def2-TZVPD def2/J DEFGRID3
* xyz 0 1
O -2.190 -0.527 -0.127
N -0.763 -0.803 -0.217
C -0.141 0.405 -0.019
N 1.219 0.320 -0.132
O 1.462 -1.124 -0.129
H -2.354 0.460 0.296
H -0.733 1.325 0.041
H 1.914 0.993 -0.602
H 1.587 -1.048 0.888
*
```

A structure of composition C8H21BClI2N3O4P, computed with the ωB97M-V functional and the def2-TZVPD basis.

For the largest force on an atom, the calculation gives 0.008 hartree/bohr. The highest occupied orbital energy is -4.6 eV. Its total energy is -59982.002 eV. The HOMO-LUMO gap comes out at 6.88 eV.

The geometry in ORCA input format:
```
! RIJCOSX wB97M-V def2-TZVPD def2/J DEFGRID3
* xyz -1 1
C -1.995 0.736 0.270
C -1.699 -0.276 1.369
I -3.627 -1.296 1.761
C -0.575 -1.227 1.030
I -0.311 -2.672 2.629
B 0.808 -0.379 0.669
C 1.024 -0.191 -0.947
C 1.613 -1.346 -1.779
C 0.607 -2.309 -2.390
Cl 0.204 -3.719 -1.326
P 2.514 -1.024 1.376
N 3.842 -0.280 0.898
H -1.102 1.339 0.108
H -2.829 1.380 0.548
H -2.252 0.230 -0.662
H -1.522 0.218 2.322
H -0.865 -1.881 0.208
H 0.749 0.717 1.213
H 0.072 0.112 -1.407
H 1.684 0.670 -1.096
H 2.332 -1.924 -1.190
H 2.195 -0.939 -2.613
H -0.349 -1.821 -2.584
H 0.968 -2.751 -3.316
H 2.591 -2.435 1.194
H 2.402 -1.107 2.788
H 3.570 0.465 0.261
C 5.813 3.206 0.114
N 5.169 2.520 -1.041
O 3.961 2.433 -1.034
O 5.910 2.075 -1.896
H 5.030 3.540 0.783
H 6.460 2.473 0.586
H 6.404 4.025 -0.287
C -7.221 -0.338 0.768
N -6.662 0.884 0.126
O -6.313 0.808 -1.034
O -6.569 1.873 0.825
H -7.225 -1.134 0.034
H -6.586 -0.576 1.615
H -8.220 -0.079 1.107
*
```

An isolated molecule of C21H34N4O3S, computed with the ωB97M-V functional and the def2-TZVPD basis.

As for the SMILES: CCOC(=O)N1CCC(N(CCN(C)C)C(=S)Nc2ccccc2OCC)CC1. For the largest force on an atom, the calculation gives 0.018 hartree/bohr. The highest occupied orbital energy is -7.8 eV. Its total energy is -45267.619 eV. As for the relative energy (zero: lowest compared OMol25 entry of this formula, charge and spin): 0.165 eV. The HOMO-LUMO gap comes out at 8.37 eV.

The geometry in ORCA input format:
```
! RIJCOSX wB97M-V def2-TZVPD def2/J DEFGRID3
* xyz 0 1
C 0.327 -6.984 3.960
C 1.162 -5.776 3.560
O 0.353 -4.723 3.042
C -0.012 -4.849 1.742
O 0.371 -5.742 1.021
N -0.870 -3.879 1.356
C -1.206 -2.722 2.153
C -0.514 -1.474 1.597
C -0.897 -1.301 0.124
N -0.306 -0.106 -0.456
C 1.134 0.033 -0.405
C 1.631 0.926 0.757
N 2.375 0.136 1.725
C 2.375 0.737 3.043
C 3.728 -0.124 1.277
C -1.096 0.844 -1.029
S -2.725 0.618 -1.233
N -0.457 1.984 -1.403
C -0.911 3.109 -2.090
C -1.992 3.132 -2.956
C -2.334 4.301 -3.614
C -1.595 5.450 -3.420
C -0.495 5.439 -2.575
C -0.142 4.279 -1.910
O 0.920 4.146 -1.041
C 1.863 5.192 -0.925
C 2.798 5.279 -2.127
C -0.550 -2.563 -0.672
C -1.244 -3.768 -0.036
H 0.967 -7.738 4.409
H -0.438 -6.693 4.676
H -0.152 -7.405 3.080
H 1.900 -6.064 2.803
H 1.667 -5.340 4.425
H -0.906 -2.900 3.184
H -2.293 -2.587 2.114
H -0.838 -0.601 2.165
H 0.566 -1.574 1.709
H -1.982 -1.154 0.063
H 1.548 -0.964 -0.261
H 1.496 0.402 -1.370
H 0.763 1.351 1.266
H 2.240 1.763 0.374
H 2.895 0.073 3.732
H 1.348 0.852 3.387
H 2.869 1.720 3.066
H 4.334 0.794 1.216
H 3.710 -0.591 0.294
H 4.207 -0.809 1.975
H 0.442 2.164 -0.977
H -2.569 2.236 -3.110
H -3.182 4.305 -4.282
H -1.861 6.365 -3.927
H 0.071 6.348 -2.442
H 2.434 4.940 -0.025
H 1.359 6.149 -0.751
H 3.326 4.337 -2.259
H 3.525 6.071 -1.969
H 2.239 5.488 -3.036
H 0.527 -2.742 -0.669
H -0.880 -2.448 -1.705
H -0.952 -4.692 -0.537
H -2.330 -3.649 -0.099
*
```

A cluster of 2 separate species, C7H10O2SSi in total at a distorted geometry, computed with the ωB97M-V functional and the def2-TZVPD basis.

For the largest force on an atom, the calculation gives 0.114 hartree/bohr. The highest occupied orbital energy (spin up / spin down) is -8.3 / -8.3 eV. Its total energy is -30224.024 eV. As for the relative energy (zero: lowest compared OMol25 entry of this formula, charge and spin): 3.915 eV. The HOMO-LUMO gap (spin up / spin down) comes out at 4.01 / 4.00 eV.

The geometry in ORCA input format:
```
! RIJCOSX wB97M-V def2-TZVPD def2/J DEFGRID3
* xyz 0 1
C -2.603 1.108 -2.145
C -2.368 0.670 -0.854
C -1.525 1.140 -2.964
C -1.092 0.279 -0.436
C -0.234 0.657 -2.568
C 0.012 0.374 -1.264
C 0.949 -1.243 3.582
O 3.214 -2.663 3.694
O 1.657 -1.126 0.426
Si 1.816 0.053 -0.510
S 1.945 -2.710 2.880
H -3.600 1.492 -2.402
H -3.279 0.693 -0.117
H -1.436 1.645 -3.926
H -0.977 -0.019 0.627
H 0.693 1.002 -3.133
H 1.092 -0.415 2.873
H -0.087 -1.507 3.610
H 1.280 -0.920 4.524
H 2.189 1.430 0.053
H 2.353 0.059 -1.950
*
```

A cluster of 3 separate species, C5H7NO in total, computed with the ωB97M-V functional and the def2-TZVPD basis.

For the largest force on an atom, the calculation gives 0.006 hartree/bohr. The highest occupied orbital energy is -8.5 eV. Its total energy is -8831.254 eV. As for the relative energy (zero: lowest compared OMol25 entry of this formula, charge and spin): 4.949 eV. The HOMO-LUMO gap comes out at 8.09 eV.

The geometry in ORCA input format:
```
! RIJCOSX wB97M-V def2-TZVPD def2/J DEFGRID3
* xyz 0 1
C -0.035 -1.401 -1.261
C 0.093 -0.334 -0.378
C 0.608 -0.432 0.909
N 0.148 0.613 1.655
C -0.442 1.619 0.856
O -0.792 2.699 1.246
C -0.399 1.083 -0.579
H 0.039 -1.202 -2.333
H -0.589 -2.303 -1.034
H 0.947 -2.386 -0.043
H 0.969 -1.912 0.712
H 0.555 0.883 2.541
H 0.270 1.730 -1.157
H -1.390 1.132 -1.037
*
```

A structure of composition C21H18Br2N3O3Pd at a distorted geometry, computed with the ωB97M-V functional and the def2-TZVPD basis.

For the largest force on an atom, the calculation gives 0.054 hartree/bohr. The highest occupied orbital energy (spin up / spin down) is -10.8 / -10.8 eV. Its total energy is -176238.103 eV. As for the relative energy (zero: lowest compared OMol25 entry of this formula, charge and spin): 1.508 eV. The HOMO-LUMO gap (spin up / spin down) comes out at 5.85 / 5.72 eV.

The geometry in ORCA input format:
```
! RIJCOSX wB97M-V def2-TZVPD def2/J DEFGRID3
* xyz 1 1
Pd 0.283 -2.163 -1.734
O -2.636 -1.473 0.998
C -3.570 -0.678 0.419
C -4.690 -0.310 1.158
C -5.670 0.481 0.586
C -5.548 0.922 -0.725
C -4.425 0.577 -1.457
C -3.424 -0.205 -0.897
C -2.176 -0.546 -1.693
O -1.799 -1.864 -1.543
N -1.094 0.348 -1.219
N 0.143 0.005 -1.524
C 1.186 0.680 -1.195
C 2.534 0.228 -1.421
Br 2.745 -1.619 -1.997
C 3.666 0.904 -1.182
C 3.743 2.340 -0.911
C 4.679 2.835 0.001
C 4.773 4.195 0.236
C 3.957 5.085 -0.450
C 3.049 4.609 -1.385
C 2.942 3.249 -1.616
H -2.135 -1.866 0.251
H -4.779 -0.682 2.171
H -6.544 0.744 1.167
H -6.327 1.523 -1.173
H -4.319 0.924 -2.479
H -2.357 -0.298 -2.749
H -1.293 1.191 -0.702
H 1.081 1.632 -0.678
H 4.603 0.359 -1.193
H 5.321 2.147 0.537
H 5.490 4.570 0.954
H 4.043 6.149 -0.274
H 2.435 5.298 -1.950
H 2.279 2.880 -2.387
O 0.280 -4.738 4.114
C 0.306 -4.013 2.998
C 0.341 -2.617 2.984
C 0.376 -1.964 1.772
N 0.379 -2.611 0.608
C 0.324 -3.932 0.643
Br 0.272 -4.714 -1.113
C 0.294 -4.696 1.778
H 0.280 -4.180 4.899
H 0.327 -2.048 3.905
H 0.399 -0.883 1.712
H 0.255 -5.776 1.754
*
```

An isolated molecule of C5H8N2 at a distorted geometry, computed with the ωB97M-V functional and the def2-TZVPD basis.

As for the SMILES: [H]/N=C1/C=CN(C)C1. For the largest force on an atom, the calculation gives 0.054 hartree/bohr. The highest occupied orbital energy is -7.8 eV. Its total energy is -8292.865 eV. As for the relative energy (zero: lowest compared OMol25 entry of this formula, charge and spin): 2.131 eV. The HOMO-LUMO gap comes out at 8.49 eV.

The geometry in ORCA input format:
```
! RIJCOSX wB97M-V def2-TZVPD def2/J DEFGRID3
* xyz 0 1
H 1.042 2.344 -1.940
N 1.199 2.444 -0.931
C 0.815 1.377 -0.330
C 0.796 1.083 1.112
C 0.272 -0.153 1.311
N -0.166 -0.722 0.144
C -0.888 -1.971 0.033
C -0.105 0.309 -0.855
H 1.192 1.754 1.853
H 0.156 -0.705 2.243
H -0.686 -2.585 0.918
H -1.971 -1.818 -0.043
H -0.551 -2.545 -0.840
H -0.769 1.250 -0.658
H -0.143 -0.057 -1.885
*
```

> What is the largest force on an atom in the fourth record?

0.114 hartree/bohr

> What is the largest force on an atom in the sixth record?

0.054 hartree/bohr

Copy entry 3 word for word.
An isolated molecule of C21H34N4O3S, computed with the ωB97M-V functional and the def2-TZVPD basis.

As for the SMILES: CCOC(=O)N1CCC(N(CCN(C)C)C(=S)Nc2ccccc2OCC)CC1. For the largest force on an atom, the calculation gives 0.018 hartree/bohr. The highest occupied orbital energy is -7.8 eV. Its total energy is -45267.619 eV. As for the relative energy (zero: lowest compared OMol25 entry of this formula, charge and spin): 0.165 eV. The HOMO-LUMO gap comes out at 8.37 eV.

The geometry in ORCA input format:
```
! RIJCOSX wB97M-V def2-TZVPD def2/J DEFGRID3
* xyz 0 1
C 0.327 -6.984 3.960
C 1.162 -5.776 3.560
O 0.353 -4.723 3.042
C -0.012 -4.849 1.742
O 0.371 -5.742 1.021
N -0.870 -3.879 1.356
C -1.206 -2.722 2.153
C -0.514 -1.474 1.597
C -0.897 -1.301 0.124
N -0.306 -0.106 -0.456
C 1.134 0.033 -0.405
C 1.631 0.926 0.757
N 2.375 0.136 1.725
C 2.375 0.737 3.043
C 3.728 -0.124 1.277
C -1.096 0.844 -1.029
S -2.725 0.618 -1.233
N -0.457 1.984 -1.403
C -0.911 3.109 -2.090
C -1.992 3.132 -2.956
C -2.334 4.301 -3.614
C -1.595 5.450 -3.420
C -0.495 5.439 -2.575
C -0.142 4.279 -1.910
O 0.920 4.146 -1.041
C 1.863 5.192 -0.925
C 2.798 5.279 -2.127
C -0.550 -2.563 -0.672
C -1.244 -3.768 -0.036
H 0.967 -7.738 4.409
H -0.438 -6.693 4.676
H -0.152 -7.405 3.080
H 1.900 -6.064 2.803
H 1.667 -5.340 4.425
H -0.906 -2.900 3.184
H -2.293 -2.587 2.114
H -0.838 -0.601 2.165
H 0.566 -1.574 1.709
H -1.982 -1.154 0.063
H 1.548 -0.964 -0.261
H 1.496 0.402 -1.370
H 0.763 1.351 1.266
H 2.240 1.763 0.374
H 2.895 0.073 3.732
H 1.348 0.852 3.387
H 2.869 1.720 3.066
H 4.334 0.794 1.216
H 3.710 -0.591 0.294
H 4.207 -0.809 1.975
H 0.442 2.164 -0.977
H -2.569 2.236 -3.110
H -3.182 4.305 -4.282
H -1.861 6.365 -3.927
H 0.071 6.348 -2.442
H 2.434 4.940 -0.025
H 1.359 6.149 -0.751
H 3.326 4.337 -2.259
H 3.525 6.071 -1.969
H 2.239 5.488 -3.036
H 0.527 -2.742 -0.669
H -0.880 -2.448 -1.705
H -0.952 -4.692 -0.537
H -2.330 -3.649 -0.099
*
```

> What is the largest force on an atom in the second record?

0.008 hartree/bohr